DFT (the ωB97M-V functional and the def2-TZVPD basis) results for a 3-piece molecular cluster, C25H43BrCl2O9S2 overall.

Structure (XYZ):
```
82
Properties=species:S:1:pos:R:3:lowdin_charge:R:1
C -1.814 0.151 2.422 -0.06
C -3.104 -0.648 2.347 -0.26
O -2.963 -1.786 1.510 -0.16
C -3.273 -1.535 0.153 -0.23
C -2.484 -2.470 -0.747 -0.16
C -0.994 -2.537 -0.381 -0.19
C -0.045 -2.505 -1.577 -0.18
C -0.119 -1.187 -2.362 -0.12
C 0.066 0.017 -1.485 -0.11
C 1.079 0.171 -0.639 0.06
C 1.163 1.311 0.287 -0.32
O 1.977 1.324 1.189 0.10
C 0.225 2.472 0.079 -0.17
C 0.555 3.666 0.939 -0.61
Cl -0.854 4.199 1.932 0.70
C 1.176 4.908 0.251 -0.73
C 2.336 5.444 1.065 -0.13
Cl 1.732 4.558 -1.419 0.66
C -0.783 2.365 -0.792 -0.17
C -1.745 3.481 -1.071 -0.65
Br -1.743 3.848 -3.002 0.76
C -3.162 3.262 -0.560 -0.29
C -4.049 4.504 -0.709 -0.11
C -1.016 1.055 -1.488 -0.29
O -2.082 0.822 -2.007 0.10
H -1.616 0.694 1.491 0.05
H -1.852 0.872 3.240 0.08
H -0.983 -0.533 2.604 0.08
H -3.928 -0.023 1.980 0.12
H -3.376 -1.013 3.337 0.10
H -4.350 -1.659 -0.021 0.13
H -3.019 -0.496 -0.093 0.10
H -2.622 -2.102 -1.768 0.11
H -2.920 -3.471 -0.711 0.11
H -0.745 -1.706 0.285 0.09
H -0.810 -3.438 0.205 0.12
H 0.981 -2.656 -1.229 0.11
H -0.265 -3.329 -2.262 0.12
H -1.068 -1.106 -2.887 0.11
H 0.664 -1.160 -3.126 0.11
H 1.862 -0.572 -0.527 0.14
H 1.261 3.312 1.684 0.09
H 0.407 5.670 0.147 0.08
H 2.785 6.302 0.570 0.08
H 3.101 4.675 1.185 0.09
H 1.978 5.745 2.052 0.09
H -1.349 4.401 -0.653 0.05
H -3.071 2.989 0.495 0.09
H -3.587 2.405 -1.079 0.10
H -4.785 4.376 -1.500 0.07
H -3.458 5.390 -0.952 0.07
H -4.593 4.708 0.213 0.07
O -1.845 -1.573 5.261 -0.28
S -1.437 -2.685 6.067 0.56
O -1.664 -2.637 7.478 -0.27
O 0.092 -2.987 5.774 -0.26
C 1.000 -1.852 5.750 -0.24
C 1.362 -1.378 7.139 -0.07
C -2.101 -4.173 5.411 -0.12
H 0.544 -1.062 5.152 0.11
H 1.868 -2.231 5.216 0.12
H 0.503 -0.946 7.650 0.08
H 2.141 -0.618 7.063 0.08
H 1.739 -2.205 7.740 0.09
H -1.900 -4.203 4.343 0.08
H -3.172 -4.140 5.600 0.08
H -1.648 -5.014 5.929 0.08
O 3.418 -2.646 -4.180 -0.28
S 3.491 -1.400 -4.884 0.55
O 2.301 -0.876 -5.481 -0.28
O 4.647 -1.487 -5.964 -0.26
C 4.666 -2.659 -6.825 -0.24
C 3.648 -2.569 -7.938 -0.07
C 4.213 -0.168 -3.859 -0.11
H 4.519 -3.542 -6.203 0.11
H 5.683 -2.674 -7.211 0.12
H 2.630 -2.612 -7.554 0.07
H 3.797 -3.403 -8.624 0.08
H 3.767 -1.637 -8.491 0.09
H 5.130 -0.561 -3.428 0.08
H 3.483 0.052 -3.082 0.06
H 4.402 0.717 -4.461 0.08
```

Computed properties:
HOMO-LUMO gap (eV): 8.0
E_LUMO (eV): -1.43
E_HOMO (eV): -9.39
Structure (SMILES): CCOCCCCCC1=CC(=O)C([C@H](Cl)[C@@H](C)Cl)=C([C@@H](Br)CC)C1=O.CCOS(C)(=O)=O.CCOS(C)(=O)=O
F_max (eV/A): 0.273
ΔE to the lowest compared entry with this formula, charge and spin (eV): 0.000
Net charge: 0

---

DFT (the ωB97M-V functional and the def2-TZVPD basis) results for a 2-piece molecular cluster, C4H5NO overall at a distorted geometry.

Structure (XYZ):
```
11
Properties=species:S:1:pos:R:3:nbo_charge:R:1
O -0.773 1.446 -0.731 -0.55
C -1.031 0.618 0.141 0.42
C -0.230 -1.304 -0.561 -0.33
C -0.110 -0.461 0.479 -0.29
C 1.578 0.964 0.221 -0.06
N 2.572 0.835 0.819 -0.39
H 0.571 1.392 -0.512 0.33
H -2.011 0.608 0.623 0.18
H -0.218 -2.370 -0.405 0.21
H -0.401 -0.930 -1.569 0.21
H 0.052 -0.798 1.496 0.26
```

Computed properties:
HOMO-LUMO gap (eV): 10.0
E_LUMO (eV): 0.03
E_HOMO (eV): -10.00
Structure (SMILES): C=CC=O.C#N
F_max (eV/A): 2.526
ΔE to the lowest compared entry with this formula, charge and spin (eV): 3.762
Net charge: 0

---

DFT (the ωB97M-V functional and the def2-TZVPD basis) results for one molecule with the formula C19H21FN2O5S.

Structure (XYZ):
```
49
Properties=species:S:1:pos:R:3:nbo_charge:R:1
C -5.495 -1.880 -0.233 -0.63
C -4.709 -2.457 0.936 -0.07
H -4.891 -3.528 1.043 0.19
H -4.975 -1.938 1.863 0.20
O -3.302 -2.339 0.727 -0.51
C -2.741 -1.164 1.042 0.79
O -3.354 -0.230 1.503 -0.61
C -1.292 -1.129 0.744 -0.17
C -0.684 -2.057 -0.094 -0.16
C 0.664 -1.945 -0.380 -0.25
C 1.425 -0.895 0.128 0.14
C 0.788 0.074 0.931 0.19
C -0.545 -0.077 1.266 -0.22
H -1.015 0.629 1.929 0.25
N 1.487 1.208 1.341 -0.87
S 0.681 2.676 1.545 2.32
O 1.690 3.661 1.297 -0.93
O 0.005 2.682 2.802 -0.92
C -0.528 2.679 0.218 -0.35
C -0.076 2.591 -1.084 -0.17
C -0.993 2.527 -2.118 -0.27
C -2.343 2.553 -1.807 0.42
C -2.804 2.658 -0.505 -0.27
C -1.876 2.722 0.519 -0.14
H -2.184 2.793 1.549 0.25
H -3.862 2.675 -0.305 0.24
F -3.236 2.473 -2.809 -0.32
H -0.681 2.455 -3.148 0.24
H 0.985 2.579 -1.281 0.23
H 2.356 1.344 0.845 0.42
N 2.783 -0.708 -0.166 -0.47
C 3.717 -0.852 0.945 -0.25
H 3.305 -0.396 1.844 0.22
C 5.037 -0.184 0.560 -0.07
H 5.788 -0.335 1.336 0.20
O 5.567 -0.751 -0.616 -0.52
C 4.653 -0.648 -1.681 -0.07
H 5.132 -1.119 -2.541 0.20
C 3.327 -1.342 -1.352 -0.25
H 2.630 -1.216 -2.182 0.22
H 3.520 -2.415 -1.196 0.18
H 4.459 0.412 -1.907 0.17
H 4.876 0.896 0.415 0.16
H 3.905 -1.919 1.146 0.18
H 1.131 -2.685 -1.010 0.22
H -1.263 -2.865 -0.510 0.23
H -5.304 -0.813 -0.317 0.22
H -6.557 -2.036 -0.070 0.22
H -5.202 -2.365 -1.161 0.21
```

Computed properties:
HOMO-LUMO gap (eV): 8.9
E_LUMO (eV): 0.42
E_HOMO (eV): -8.53
Structure (SMILES): CCOC(=O)c1ccc(N2CCOCC2)c(NS(=O)(=O)c2ccc(F)cc2)c1
F_max (eV/A): 0.785
ΔE to the lowest compared entry with this formula, charge and spin (eV): 0.000
Net charge: 0

---

DFT (the ωB97M-V functional and the def2-TZVPD basis) results for C16H36AlCaCl3F7GaLiN3O9PV as an isolated structure at a distorted geometry.

Structure (XYZ):
```
80
Properties=species:S:1:pos:R:3:lowdin_charge:R:1
N 0.193 -3.463 1.331 -0.07
Ga -1.038 -2.463 0.261 0.45
C 0.127 -1.416 -1.118 -0.31
C 1.119 -0.458 -0.477 -0.25
F 2.348 -1.127 -0.397 -0.10
C -1.900 -1.019 1.434 -0.25
O -2.901 -0.297 0.730 -0.18
C -4.205 -0.566 1.233 -0.18
O -5.088 -0.256 0.152 -0.01
C -4.806 -1.178 -0.805 -0.37
C -5.543 -2.546 -0.475 -0.15
O -5.483 -3.528 -1.530 -0.12
C -2.405 -3.630 -0.833 -0.35
O -3.082 -4.617 -0.050 -0.29
N -2.248 -5.187 0.945 -0.19
O -1.967 -6.306 0.653 -0.23
H 1.156 -3.372 1.041 -0.04
H 0.109 -3.194 2.300 -0.02
H -0.509 -0.908 -1.836 -0.01
H 0.698 -2.141 -1.708 -0.21
H 0.761 -0.229 0.517 0.09
H 1.274 0.439 -1.064 0.10
H -2.287 -1.437 2.367 0.06
H -1.116 -0.305 1.759 0.00
H -4.401 0.113 2.046 0.12
H -4.349 -1.580 1.599 0.14
H -3.700 -1.325 -0.984 0.08
H -5.258 -0.797 -1.750 -0.01
H -6.553 -2.272 -0.203 0.14
H -5.087 -2.937 0.424 0.13
H -4.555 -3.815 -1.588 0.06
H -1.913 -4.088 -1.683 0.02
H -3.148 -2.999 -1.232 -0.12
Al 1.354 -2.479 -3.352 0.99
Cl -3.907 -6.803 1.469 0.16
O -4.708 -6.021 4.509 -0.13
H -4.850 -6.243 3.568 -0.17
C 4.181 4.888 -2.626 0.01
C 4.366 3.364 -2.469 -0.46
C 5.830 3.000 -2.756 -0.13
C 6.844 3.441 -1.691 -0.15
C 6.245 3.532 -0.277 -0.13
C 4.991 2.678 -0.053 -0.47
N 3.978 3.053 -1.069 0.00
O 2.921 2.463 -0.947 0.16
C 4.458 3.047 1.333 -0.01
C 5.349 1.193 -0.059 0.02
C 3.519 2.684 -3.528 -0.02
H 3.142 5.171 -2.455 0.10
H 4.452 5.207 -3.632 0.10
H 4.796 5.450 -1.923 0.09
H 5.908 1.918 -2.878 0.11
H 6.119 3.418 -3.719 0.13
H 7.681 2.743 -1.695 0.12
H 7.267 4.410 -1.960 0.11
H 7.004 3.272 0.457 0.13
H 5.998 4.577 -0.076 0.12
H 4.132 4.087 1.364 0.10
H 5.239 2.921 2.080 0.10
H 3.617 2.420 1.624 0.09
H 6.086 0.999 0.718 0.11
H 5.774 0.860 -1.006 0.09
H 4.478 0.572 0.152 0.09
H 3.845 3.008 -4.514 0.10
H 2.464 2.939 -3.438 0.10
H 3.617 1.598 -3.481 0.09
Ca -4.796 -1.602 -3.065 1.41
Cl -2.285 -2.148 -3.102 -0.02
F -3.672 5.221 2.675 -0.22
P -3.275 3.643 2.358 0.40
F -3.588 2.032 2.629 -0.28
F -2.877 4.204 0.839 -0.24
F -4.816 3.523 1.746 -0.22
F -2.954 3.705 3.963 -0.21
F -1.675 3.123 2.207 -0.27
Li -0.805 0.241 3.482 0.64
O -8.236 -8.399 4.556 -0.52
V -7.555 -6.966 4.181 1.06
O -6.920 -5.419 3.758 -0.50
Cl -2.981 0.378 5.042 -0.53
```

Computed properties:
HOMO-LUMO gap (eV): 1.2
E_LUMO (eV): -4.91
E_HOMO (eV): -6.11
F_max (eV/A): 5.797
ΔE to the lowest compared entry with this formula, charge and spin (eV): 0.000
Net charge: 0

---

DFT (the ωB97M-V functional and the def2-TZVPD basis) results for a 2-piece molecular cluster, C3H9NO2 overall at a distorted geometry.

Structure (XYZ):
```
15
Properties=species:S:1:pos:R:3:nbo_charge:R:1
C -1.406 0.180 2.544 -0.74
C -0.780 -0.920 1.772 0.79
O 0.537 -0.746 1.547 -0.67
O -1.370 -1.890 1.375 -0.60
H -0.783 1.073 2.661 0.23
H -1.758 -0.101 3.540 0.25
H -2.315 0.501 2.021 0.24
C 1.255 0.862 -2.766 -0.41
N 0.731 0.142 -1.617 -0.84
H -0.276 0.203 -1.594 0.35
H 0.978 -0.842 -1.576 0.35
H 0.904 -1.609 1.268 0.49
H 1.061 0.376 -3.726 0.16
H 2.343 0.894 -2.675 0.19
H 0.880 1.878 -2.773 0.19
```

Computed properties:
HOMO-LUMO gap (eV): 9.9
E_LUMO (eV): 0.76
E_HOMO (eV): -9.11
Structure (SMILES): CC(=O)O.CN
F_max (eV/A): 1.628
ΔE to the lowest compared entry with this formula, charge and spin (eV): 0.879
Net charge: 0

---

DFT (the ωB97M-V functional and the def2-TZVPD basis) results for one molecule with the formula C4H6N2O at a distorted geometry.

Structure (XYZ):
```
13
Properties=species:S:1:pos:R:3:nbo_charge:R:1
N 0.432 -1.616 0.662 -0.73
C 1.341 -0.773 0.911 0.42
O 1.283 0.533 0.610 -0.50
C 0.337 1.042 -0.329 -0.06
C -1.153 0.673 -0.114 -0.56
C -1.700 0.115 -1.354 0.29
N -2.070 -0.288 -2.373 -0.33
H 0.695 -2.529 1.025 0.36
H 2.290 -0.970 1.420 0.16
H 0.651 0.743 -1.334 0.20
H 0.458 2.123 -0.241 0.20
H -1.262 -0.069 0.677 0.29
H -1.739 1.557 0.157 0.25
```

Computed properties:
HOMO-LUMO gap (eV): 11.4
E_LUMO (eV): 0.74
E_HOMO (eV): -10.69
Structure (SMILES): [H]/N=C/OCCC#N
F_max (eV/A): 1.088
ΔE to the lowest compared entry with this formula, charge and spin (eV): 1.613
Net charge: 0